Computed, not measured: 2 unconnected molecules or ions with the total composition C2H7Cl3NSi in a non-equilibrium geometry, with wB97M-V/def2-TZVPD.

Element x y z (Å)
Cl: -1.86 2.04 -0.24
Si: -0.29 2.16 1.01
H: -0.28 -2.01 1.49
H: -0.56 -0.08 -1.45
Cl: 1.20 3.30 0.31
C: -0.45 -1.52 0.47
H: -0.28 -2.34 -0.22
H: -1.41 -1.04 0.47
H: 0.67 -1.22 -1.98
N: 0.49 -0.40 -1.42
C: 0.63 -0.55 0.09
H: 1.57 -0.84 0.34
H: 1.21 0.32 -1.78
Cl: -0.63 2.17 2.91

Values from the calculation:
Net charge   +1
Strongest force on any atom   0.085 hartree/bohr
Orbital gap   8.07 eV
Highest occupied orbital energy   -12.471 eV

natural (NBO) atomic charge list, values in e, 6 entries: -0.31, 1.28, 0.26, 0.46, -0.28, -0.69